{
  "formula": "C5H10NO",
  "method": "ωB97M-V with the def2-TZVPD basis set",
  "total_charge": -1,
  "relative_energy_ev": 6.3684,
  "species": ["N", "C", "C", "C", "C", "C", "O", "H", "H", "H", "H", "H", "H", "H", "H", "H", "H"],
  "xyz": [[1.9035, -0.0208, -2.8004], [-0.4796, 1.2533, -1.1091], [-0.2351, 1.7273, 0.1810], [0.6605, -1.4237, -1.2139], [1.6158, -0.8656, -2.0535], [-0.5112, -0.9454, 2.2308], [-1.5175, -0.0157, 2.1936], [0.1271, 1.5293, -1.9642], [0.2782, 0.6160, -0.2397], [-1.5342, 1.3308, -1.3978], [-0.8954, 1.5112, 1.0254], [0.5991, 2.3985, 0.3755], [-0.3378, -1.0175, -1.2589], [0.8069, -2.3577, -0.6778], [0.5035, -0.4728, 2.0814], [-0.3945, -1.5252, 3.1856], [-0.5894, -1.7220, 1.4420]]
}

{
  "formula": "C5H10NO",
  "method": "ωB97M-V with the def2-TZVPD basis set",
  "total_charge": -1,
  "smiles": "C=CC[C@H](N)C[O-]",
  "relative_energy_ev": 2.1268,
  "species": ["C", "C", "C", "C", "N", "C", "O", "H", "H", "H", "H", "H", "H", "H", "H", "H", "H"],
  "xyz": [[-2.3618, -1.4618, 0.5930], [-1.4008, -0.5302, 0.5541], [-0.0573, -0.9147, 0.1771], [0.9552, 0.3272, 0.1123], [0.2481, 1.6146, 0.5458], [1.4832, 0.5995, -1.3932], [2.1307, 1.7996, -1.3989], [-2.0713, -2.5396, 0.6860], [-3.4206, -1.0993, 0.7576], [-1.5198, 0.4415, 0.9281], [0.3961, -1.7275, 0.9012], [0.1418, -1.2948, -0.9355], [1.7350, 0.3494, 0.8013], [0.3990, 2.1725, -0.1795], [0.8384, 1.9201, 1.3739], [0.4317, 0.6495, -1.8800], [2.0725, -0.3061, -1.6433]]
}

{
  "formula": "C5H10NO",
  "method": "ωB97M-V with the def2-TZVPD basis set",
  "total_charge": -1,
  "smiles": "C=C(N)CCC[O-]",
  "relative_energy_ev": 1.3588,
  "species": ["C", "C", "N", "C", "C", "C", "O", "H", "H", "H", "H", "H", "H", "H", "H", "H", "H"],
  "xyz": [[-1.5446, -0.8253, -1.8524], [-0.5821, -0.0495, -1.2665], [0.7231, 0.1728, -1.7638], [-0.8135, 0.3920, 0.2012], [0.0971, -0.3421, 1.2337], [1.1910, 0.6692, 1.7338], [2.2048, 0.0498, 2.5602], [-1.2255, -1.5957, -2.5580], [-2.5255, -0.6519, -1.4553], [1.4657, 0.2755, -1.1522], [0.9823, -0.5624, -2.4237], [-0.7258, 1.4876, 0.0561], [-1.9150, 0.2178, 0.4534], [0.7494, -1.1344, 0.8002], [-0.3405, -0.7602, 2.1545], [0.6438, 1.3494, 2.3774], [1.6153, 1.3074, 0.9012]]
}

{
  "formula": "C5H10NO",
  "method": "ωB97M-V with the def2-TZVPD basis set",
  "total_charge": -1,
  "smiles": "C=CC[C@H](N)C[O-]",
  "relative_energy_ev": 2.0427,
  "species": ["C", "C", "C", "C", "N", "C", "O", "H", "H", "H", "H", "H", "H", "H", "H", "H", "H"],
  "xyz": [[2.2792, 1.3176, -1.7645], [1.4538, 0.4492, -1.1540], [0.9594, 0.6559, 0.2710], [-0.1474, -0.2676, 0.8377], [-0.1578, -1.5736, 0.1263], [-1.6469, 0.2570, 0.7133], [-2.5509, -0.7427, 0.7073], [2.1799, 2.3909, -1.6443], [3.1019, 0.9336, -2.3589], [0.8062, -0.3376, -1.5481], [1.7842, 0.4194, 0.9870], [0.6093, 1.6960, 0.3933], [0.0381, -0.3521, 1.9140], [-1.1085, -1.8815, 0.4113], [0.3983, -2.2944, 0.5856], [-1.6110, 0.8059, -0.2671], [-1.8476, 0.9376, 1.5708]]
}

{
  "formula": "C5H10NO",
  "method": "ωB97M-V with the def2-TZVPD basis set",
  "total_charge": 1,
  "smiles": "C=C([NH3+])CCC=O",
  "relative_energy_ev": 1.8256,
  "species": ["C", "C", "N", "C", "C", "C", "O", "H", "H", "H", "H", "H", "H", "H", "H", "H", "H"],
  "xyz": [[1.8106, -1.0474, -0.2481], [0.5092, -0.7886, -0.2155], [-0.2781, -0.8706, -1.4816], [-0.2962, -0.4572, 1.0006], [-0.7219, 1.0291, 1.2086], [-0.4814, 1.8733, 0.0126], [-0.8375, 1.5601, -1.1090], [2.3838, -0.7934, -1.1287], [2.2864, -1.0926, 0.7222], [-0.8175, 0.0548, -1.4591], [-0.8698, -1.7032, -1.4446], [0.3533, -1.0747, -2.2462], [0.2774, -0.8722, 1.8261], [-1.2105, -1.0535, 1.0476], [-1.8135, 0.9497, 1.2821], [-0.3909, 1.4950, 2.1336], [0.0965, 2.7912, 0.0992]]
}

{
  "formula": "C5H10NO",
  "method": "ωB97M-V with the def2-TZVPD basis set",
  "total_charge": 1,
  "relative_energy_ev": 6.8038,
  "species": ["O", "C", "C", "C", "C", "C", "N", "H", "H", "H", "H", "H", "H", "H", "H", "H", "H"],
  "xyz": [[-1.7160, -1.6791, -0.5192], [-1.0404, -0.9859, -1.2315], [-0.9818, 0.4921, -0.9056], [-0.5623, 0.8157, 0.5313], [0.8616, 0.4467, 0.7339], [1.8659, 1.0942, -0.0242], [1.2744, -0.5319, 1.5125], [-0.6065, -1.4049, -2.1515], [-0.3956, 1.0753, -1.6241], [-1.9882, 0.8620, -1.1253], [-1.2315, 0.3769, 1.2708], [-0.7232, 1.8880, 0.6676], [2.9169, 1.0739, 0.2212], [1.6354, 2.1292, -0.2935], [2.7222, 2.2261, -1.7248], [0.8377, -0.7400, 2.3995], [2.1624, -0.9422, 1.2636]]
}

no.,E (eV),HOMO (eV),gap between HOMO and LUMO (eV)
1,-8877.74932,-2.852,4.86
2,-8881.99092,-2.548,6.50
3,-8882.75887,-2.225,6.03
4,-8882.07497,-2.570,6.51
5,-8876.75458,-14.834,11.24
6,-8871.77646,-13.591,5.83